# C10H15N2O

A gas-phase ion, C10H15N2O (charge +1) (ωB97M-V with the def2-TZVPD basis set, the Open Molecules 2025 dataset).

## Properties
Net charge: +1
LUMO level (hartree): -0.102
HOMO-LUMO gap (eV): 9.86
SMILES string: CN(C)C(=[NH2+])[C@H](O)c1ccccc1
E (a.u.): -574.4828
E_HOMO (eV): -12.65
F_max (eV/A): 5.0

Cartesian coordinates (Å):
C (-1.92, -1.84, -1.98)
N (-1.21, -1.27, -0.96)
C (0.25, -1.40, -0.99)
C (-1.72, -0.54, -0.02)
N (-3.00, -0.33, 0.15)
C (-0.64, -0.01, 1.35)
O (-1.35, 0.59, 2.31)
C (0.63, 0.68, 0.89)
C (1.90, 0.09, 1.16)
C (3.10, 0.77, 0.83)
C (3.03, 2.00, 0.25)
C (1.86, 2.57, -0.01)
C (0.63, 1.98, 0.44)
H (-3.02, -2.10, -1.85)
H (-1.75, -1.43, -2.93)
H (-1.57, -2.85, -2.02)
H (0.52, -2.24, -1.69)
H (0.75, -0.46, -1.30)
H (0.70, -1.85, -0.08)
H (-3.60, -0.05, 0.89)
H (-3.62, -0.79, -0.47)
H (-0.42, -1.08, 1.67)
H (-1.32, 1.53, 2.16)
H (2.05, -0.81, 1.70)
H (4.03, 0.20, 0.68)
H (4.07, 2.49, 0.03)
H (1.78, 3.67, -0.26)
H (-0.17, 2.48, 0.05)


# C10H15N2O2

2 unconnected molecules or ions with the total composition C10H15N2O2 (ωB97M-V with the def2-TZVPD basis set, the Open Molecules 2025 dataset).

## Properties
Net charge: +1
LUMO level (spin up / spin down) (hartree): -0.111 / -0.111
HOMO-LUMO gap (spin up / spin down) (eV): 9.42 / 9.42
E (a.u.): -649.7072
E_HOMO (spin up / spin down) (eV): -12.45 / -12.45
F_max (eV/A): 2.1

Cartesian coordinates (Å):
C (-0.03, 4.04, -2.46)
C (1.12, 3.27, -2.57)
C (-1.22, 3.40, -2.12)
C (1.07, 1.92, -2.32)
C (-1.21, 2.05, -1.88)
C (-0.66, -2.21, -0.36)
C (-0.02, -0.41, 1.87)
C (-0.69, -2.47, 3.19)
C (1.36, -2.52, 1.70)
C (-0.01, -1.92, 1.95)
N (-0.46, -2.29, -1.51)
N (-0.08, 1.32, -1.96)
O (-0.92, -2.38, 0.80)
O (-0.09, 0.07, -1.64)
H (-0.01, 5.10, -2.64)
H (2.06, 3.72, -2.85)
H (-2.14, 3.94, -2.04)
H (1.93, 1.28, -2.39)
H (-2.10, 1.50, -1.60)
H (0.65, 0.00, 2.62)
H (0.30, -0.07, 0.89)
H (-1.02, -0.02, 2.06)
H (-1.75, -2.20, 3.19)
H (-0.22, -2.03, 4.07)
H (-0.60, -3.55, 3.24)
H (1.98, -2.33, 2.57)
H (1.29, -3.60, 1.57)
H (1.83, -2.09, 0.83)
H (-0.34, -1.54, -2.21)


# C10H15N2O2

2 unconnected molecules or ions with the total composition C10H15N2O2 (ωB97M-V with the def2-TZVPD basis set, the Open Molecules 2025 dataset).

## Properties
Net charge: +1
LUMO level (spin up / spin down) (hartree): -0.105 / -0.227
HOMO-LUMO gap (spin up / spin down) (eV): 7.18 / 5.83
Multiplicity: 3
E (a.u.): -649.5491
E_HOMO (spin up / spin down) (eV): -10.03 / -12.01
F_max (eV/A): 6.2

Cartesian coordinates (Å):
C (-1.28, 2.05, 0.85)
C (-0.77, 2.32, 2.23)
C (-0.57, 0.91, 0.54)
C (0.18, 1.36, 2.45)
C (-2.24, -2.05, -1.18)
C (-1.48, -2.41, 0.18)
C (-0.24, -0.81, -1.08)
C (1.05, 1.19, 3.61)
C (0.68, 0.62, -2.91)
C (0.98, -0.34, -1.80)
N (-1.37, -1.18, -1.84)
N (-0.15, -1.95, -0.06)
O (-3.23, -2.53, -1.64)
O (0.31, 0.49, 1.43)
H (-2.17, 2.29, 0.43)
H (-0.94, 3.17, 2.91)
H (-1.93, -1.82, 0.92)
H (-1.49, -3.42, 0.42)
H (1.29, 2.24, 4.04)
H (0.55, 0.54, 4.34)
H (1.97, 0.88, 3.09)
H (1.51, 0.70, -3.47)
H (0.36, 1.67, -2.65)
H (-0.23, 0.31, -3.41)
H (1.57, 0.11, -0.98)
H (1.57, -1.18, -2.27)
H (-1.64, -0.72, -2.66)
H (0.22, -1.47, 0.86)
H (0.45, -2.66, -0.46)


# C10H15N2P

C10H15N2P in the gas phase (ωB97M-V with the def2-TZVPD basis set, the Open Molecules 2025 dataset).

## Properties
LUMO level (hartree): 0.036
HOMO-LUMO gap (eV): 9.12
SMILES string: C/C=N\N[C@@H](C)Pc1ccccc1
E (a.u.): -840.7732
E_HOMO (eV): -8.14
F_max (eV/A): 5.8

Cartesian coordinates (Å):
C (-3.70, 1.43, -0.45)
C (-2.46, 1.65, 0.33)
N (-1.61, 0.80, 0.66)
N (-1.75, -0.50, 0.33)
C (-0.42, -1.11, 0.25)
C (-0.70, -2.57, 0.22)
P (0.41, -0.29, -1.29)
C (2.00, 0.05, -0.55)
C (2.38, 1.40, -0.44)
C (3.63, 1.80, -0.02)
C (4.51, 0.79, 0.40)
C (4.08, -0.51, 0.38)
C (2.84, -0.89, -0.06)
H (-3.78, 0.57, -0.92)
H (-4.02, 2.19, -1.09)
H (-4.68, 1.37, 0.27)
H (-2.19, 2.71, 0.71)
H (-2.26, -0.88, -0.41)
H (0.04, -0.86, 1.12)
H (-1.05, -2.91, -0.75)
H (-1.34, -2.91, 1.11)
H (0.16, -3.12, 0.24)
H (-0.24, 0.99, -1.03)
H (1.59, 2.19, -0.81)
H (4.01, 2.73, 0.13)
H (5.54, 1.17, 0.84)
H (4.82, -1.18, 0.71)
H (2.58, -1.89, -0.02)